77
Properties=species:S:1:pos:R:3:mulliken_charge:R:1 method="wB97M-V/def2-TZVPD" de_lowest_kcal_mol=26.9 gap_ev="6.27 / 6.27" fmax_ha_per_bohr=0.0693 lumo_ev="-1.187 / -1.185"
Cd -0.23799 0.91560 -0.67720 1.2014
N -0.00214 1.33619 4.02449 -0.1860
C -0.17248 1.47848 2.69259 0.3715
S 1.19266 1.45525 1.60396 -0.4905
N -1.46898 1.68650 2.36830 -0.8423
N -1.71236 1.76754 1.04610 0.5723
C -2.90649 2.09760 0.61352 -0.8068
C -3.02960 2.48394 -0.79620 0.6068
C -4.19210 3.20035 -1.27533 -0.7840
C -4.22675 3.62907 -2.59592 -0.2438
C -3.18006 3.24813 -3.44718 -0.8590
C -1.98412 2.66198 -2.85749 0.2855
N -1.92073 2.30763 -1.59484 -0.0530
H 0.90690 1.05126 4.46462 0.1124
H -0.85570 1.20745 4.62365 0.1501
H -3.74376 2.13640 1.27890 0.4321
H -4.94719 3.58835 -0.58475 0.3535
H -5.02481 4.34413 -2.91483 0.3507
H -3.22445 3.49754 -4.50781 0.3844
H -1.09627 2.55609 -3.47626 0.1068
N 3.10178 -3.49692 -9.75242 -0.4900
C 2.65815 -2.94156 -8.82519 -0.1229
C 2.22655 -2.34706 -7.57852 0.5950
C 0.92240 -2.62787 -7.14343 -0.5269
C 0.34263 -1.93567 -6.06435 -0.4633
C 1.13697 -1.08395 -5.28302 -0.1309
C 2.46238 -0.82093 -5.74788 -0.2569
C 2.98766 -1.39417 -6.84871 -0.6914
C 0.64980 -0.45415 -4.08077 0.8672
C -0.04489 -1.22216 -3.11231 -0.0349
C -0.09069 -2.71727 -3.09001 -0.7087
C -0.96016 -3.04919 -2.02073 -0.9858
C -1.39598 -1.84906 -1.45028 -0.3186
N -0.74910 -0.78130 -1.95547 -0.3234
C 1.02545 0.93495 -3.81177 0.3607
C 1.27564 1.97767 -4.77019 -0.6180
C 1.71111 3.07311 -4.00387 -0.6674
C 1.90838 2.56466 -2.65684 -0.5229
N 1.38257 1.35247 -2.51169 -0.6479
H 0.39262 -3.49924 -7.64564 0.3132
H -0.68509 -2.25995 -5.80795 0.4978
H 2.98073 0.04434 -5.31338 0.4684
H 3.99527 -1.10444 -7.32970 0.3161
H 0.39535 -3.36829 -3.76649 0.6349
H -1.21720 -4.02779 -1.67825 0.4344
H -2.21266 -1.73283 -0.82044 0.7544
H 1.20345 1.81012 -5.81406 0.6292
H 1.84132 4.09564 -4.38926 0.3695
H 2.23636 3.05466 -1.76273 0.5826
C 3.74789 -3.12116 4.97465 -0.8961
N 3.93889 -1.92867 5.83223 -0.2518
C 4.10119 -0.62461 5.37616 0.3039
S 3.31911 0.76587 5.87678 -0.4880
N 5.21386 -0.42833 4.66212 -0.1622
C 6.29807 -1.37944 4.48237 -0.8475
H 3.46568 -2.90097 3.96027 0.2908
H 2.96943 -3.66577 5.44417 0.3873
H 4.65767 -3.73070 4.99583 0.2832
H 3.22560 -1.87101 6.62530 0.2967
H 5.35493 0.55738 4.42313 0.2267
H 6.02285 -2.02504 3.64867 0.2550
H 6.40731 -1.98633 5.45303 0.2837
H 7.21733 -0.79266 4.46988 0.3561
C -4.28604 1.06980 6.45743 -1.3807
C -3.92350 0.27625 5.20820 1.0857
C -2.68422 -0.41560 5.03819 -0.6648
C -2.45572 -1.12303 3.85371 -0.3298
N -3.27409 -1.12452 2.81879 -0.4104
C -4.48405 -0.62513 3.03564 -0.6163
C -4.82728 0.13497 4.15587 -0.1863
H -5.38304 1.24538 6.48314 0.3610
H -3.99537 2.13380 6.26052 0.3001
H -3.82873 0.75717 7.42594 0.3441
H -2.01946 -0.42581 5.92099 0.4661
H -1.48574 -1.60075 3.74638 0.3889
H -5.20089 -0.78218 2.23317 0.3597
H -5.74602 0.76775 4.18442 0.2695

=====

72
Properties=species:S:1:pos:R:3:mulliken_charge:R:1 method="wB97M-V/def2-TZVPD" de_lowest_kcal_mol=13.8 gap_ev=6.86 fmax_ha_per_bohr=0.0672 lumo_ev=-0.354
Ir 0.00589 -1.51423 -1.13340 2.3809
S 0.36049 -2.50466 -3.25295 -0.5477
C 1.00766 -1.26694 -4.28673 1.1538
C 1.41068 -1.62567 -5.58407 -0.8179
C 1.91440 -0.68466 -6.46015 -0.5621
C 2.03943 0.64933 -6.07227 -0.7342
C 1.66131 1.01334 -4.79611 -0.5007
C 1.14042 0.06008 -3.91891 -0.2307
S 0.62563 0.62532 -2.32147 -0.1346
C -1.03652 1.17612 -2.83128 -0.9766
C -2.17188 0.59188 -2.08005 0.6844
C -3.36694 1.29101 -2.02849 -1.1061
C -4.43756 0.73672 -1.35706 -0.5840
C -4.26914 -0.48314 -0.73102 -0.9734
C -3.04130 -1.11514 -0.81736 0.6726
C -2.82219 -2.37056 -0.05025 -0.1318
S -1.50885 -3.40985 -0.73639 -0.3405
C -0.80946 -4.00945 0.77969 0.3199
C -1.61783 -4.71869 1.66420 -0.4524
C -1.09023 -5.19870 2.84897 -0.7406
C 0.25684 -4.97705 3.12417 -0.5864
C 1.05485 -4.29282 2.22574 -0.6743
C 0.53195 -3.78558 1.03044 0.7807
S 1.60333 -2.95380 -0.07150 -0.3892
N -2.02473 -0.59957 -1.51127 -0.4134
H 1.32826 -2.66617 -5.87444 0.4456
H 2.22683 -0.99162 -7.45078 0.3632
H 2.44411 1.38724 -6.75231 0.3877
H 1.76320 2.04007 -4.46117 0.4343
H -1.12062 0.92394 -3.88831 0.5964
H -1.05716 2.26003 -2.73460 0.5291
H -3.45180 2.25709 -2.50758 0.4652
H -5.38763 1.25410 -1.30929 0.4286
H -5.07038 -0.93372 -0.16078 0.4675
H -3.74385 -2.94690 0.01071 0.7702
H -2.48234 -2.11052 0.95120 -0.4536
H -2.66181 -4.89257 1.42581 0.3763
H -1.71912 -5.73793 3.54506 0.4126
H 0.68917 -5.34388 4.04686 0.3791
H 2.10336 -4.12547 2.43803 0.4346
C 3.41635 4.20268 -0.82810 -1.8562
C 2.91457 3.05474 0.01445 1.5763
C 3.49974 1.80099 -0.13238 -1.0731
C 3.08812 0.73408 0.65086 -0.7472
C 2.09863 0.91132 1.60063 -0.9434
C 1.48272 2.15436 1.74115 0.1570
N 0.50687 2.37780 2.72574 0.0894
C -0.22368 1.39839 3.41086 -0.1594
C -0.39330 1.53286 4.79012 -0.6403
C -1.05501 0.56606 5.52784 -0.6096
C -1.55672 -0.56591 4.90226 -1.0298
C -1.43401 -0.68513 3.52734 -0.3955
C -0.81208 0.29867 2.76542 0.7155
C -0.84606 0.16526 1.26182 0.7107
O -1.25002 1.09302 0.56734 -0.6772
O -0.47880 -1.00147 0.84339 -0.8319
C 1.88240 3.23327 0.93953 1.2080
C 1.16528 4.55055 1.08864 -2.0367
H 4.33756 3.91908 -1.33638 0.4229
H 3.62533 5.08384 -0.21924 0.3923
H 2.68751 4.49125 -1.59169 0.3679
H 4.29507 1.66602 -0.85815 0.3334
H 3.55361 -0.23892 0.54334 0.4479
H 1.81369 0.09172 2.24690 0.4398
H 0.50580 3.29124 3.14214 0.3440
H 0.03739 2.39633 5.28616 0.3936
H -1.16699 0.69274 6.59759 0.3832
H -2.05313 -1.33881 5.47499 0.4402
H -1.83796 -1.55657 3.02226 0.2430
H 0.08784 4.38099 1.15004 0.3865
H 1.35589 5.20597 0.24145 0.4575
H 1.47689 5.08656 1.99277 0.3589

=====

19
Properties=species:S:1:pos:R:3:mulliken_charge:R:1 method="wB97M-V/def2-TZVPD" de_lowest_kcal_mol=75.8 smiles=CCCC1COC1 gap_ev=10.24 fmax_ha_per_bohr=0.0714 lumo_ev=1.108
C 2.81308 0.22011 0.18677 -1.2591
C 1.45279 -0.47448 0.21945 -0.3385
C 0.27813 0.49821 0.34114 -0.7878
C -1.06672 -0.20887 0.27690 0.1641
C -1.48751 -0.87588 -1.04176 -0.6022
O -2.94492 -0.14868 -0.89656 -0.4743
C -2.34559 0.62379 0.14163 -0.5173
H 2.88232 0.90647 -0.66548 0.3127
H 2.98110 0.80483 1.09887 0.3151
H 3.63119 -0.50323 0.09819 0.3622
H 1.41958 -1.18963 1.05377 0.3076
H 1.32304 -1.06659 -0.69823 0.2985
H 0.31664 1.22598 -0.48094 0.3363
H 0.35319 1.06890 1.27906 0.3218
H -1.15645 -0.91385 1.12311 0.3452
H -1.52081 -1.97983 -1.00876 0.2373
H -1.77139 -0.25659 -1.88264 0.3871
H -2.13600 1.66848 -0.13709 0.2915
H -3.02166 0.60085 0.99258 0.2999

=====

76
Properties=species:S:1:pos:R:3:mulliken_charge:R:1 method="wB97M-V/def2-TZVPD" gap_ev=7.00 total_charge=-1 fmax_ha_per_bohr=0.1125 lumo_ev=2.523
C 6.43497 -2.54349 3.46143 -1.0446
C 5.86900 -1.88492 2.09188 0.6888
C 6.33957 -2.38601 0.68027 -0.5462
C 5.75676 -1.70957 -0.61666 -0.5440
C 4.69316 -0.57153 -0.44344 -0.4898
C 4.21600 -0.09828 0.97946 0.7689
C 3.07339 1.05478 1.09726 -0.6426
N 2.14091 0.82700 -0.04091 -0.0292
C 0.87499 1.60650 0.07950 -0.2067
C 0.00269 1.28464 1.39021 -0.5062
C -1.52892 0.93068 1.07064 -0.6163
C -1.66702 -0.47908 0.31606 -0.0367
C -1.36264 -1.72447 1.30274 -0.8016
N -0.95263 -2.95472 0.55151 -0.3762
C 0.51522 -3.02153 0.38023 0.1599
N 1.29669 -3.21433 1.43986 -0.6364
N 1.10969 -2.91075 -0.99236 -0.2306
C 1.06007 3.20238 -0.06559 0.2691
O -0.00711 3.91574 0.11979 -0.6350
O 2.23670 3.83030 -0.40976 -0.7773
C 4.81228 -0.75555 2.27169 -0.7068
H 7.32899 -1.91872 3.83232 0.2450
H 6.71399 -3.62537 3.21884 0.3129
H 5.58913 -2.49838 4.22666 0.2858
H 7.10851 -3.22699 0.62098 0.2721
H 6.11838 -2.09490 -1.62415 0.3046
H 4.27489 -0.13480 -1.41100 0.2177
H 3.58988 2.07725 1.08207 0.3252
H 2.61399 0.91826 2.13187 0.3247
H 2.62671 1.25398 -0.85971 0.3321
H 0.21881 1.29110 -0.82300 0.1695
H 0.03156 2.22228 2.06805 0.3182
H 0.45775 0.41012 1.99664 0.0983
H -1.96666 1.80400 0.46674 0.2079
H -2.06745 0.85894 2.09084 0.1802
H -1.04302 -0.51539 -0.65174 0.1012
H -2.76233 -0.58407 -0.00800 0.3370
H -0.56039 -1.49107 2.08797 0.2765
H -2.33271 -1.94216 1.89823 0.2418
H -1.38378 -2.85815 -0.38254 0.3775
H 0.66771 -3.28848 2.26474 0.2881
H 1.91081 -2.24930 -0.92712 0.1806
H 1.57398 -3.83483 -1.11908 0.3059
H 4.43067 -0.38479 3.27684 0.2098
C -0.20897 -2.91560 -3.76764 -0.8017
O -1.37959 -2.14139 -4.00677 -0.3604
C -1.23485 -1.26039 -5.11758 -0.5167
C -1.84524 -1.84993 -6.38742 -0.4920
O -1.16098 -3.03098 -6.80157 -0.3749
C -1.81479 -4.21726 -6.37352 -0.7166
H -0.49016 -3.77423 -3.15478 0.2099
H 0.24314 -3.28543 -4.69186 0.4459
H 0.52011 -2.31778 -3.21922 0.3451
H -0.18167 -1.00092 -5.26955 0.3365
H -1.77090 -0.33960 -4.86719 0.3798
H -1.73927 -1.12028 -7.19679 0.3619
H -2.91436 -2.04960 -6.25592 0.3193
H -2.64366 -4.44224 -7.05298 0.3255
H -2.19343 -4.14074 -5.35169 0.2929
H -1.09419 -5.03626 -6.41620 0.2521
C -5.33482 3.30043 1.83360 -0.8992
O -3.92431 3.37987 1.97415 -0.1975
C -3.43477 4.71493 1.84500 -0.4133
C -3.21055 5.36618 3.20719 -0.5454
O -4.43564 5.52272 3.92555 -0.3891
C -4.65116 4.48102 4.86625 -0.6957
H -5.66540 2.35357 2.26731 0.2462
H -5.85225 4.11404 2.34781 0.3775
H -5.60050 3.31276 0.77225 0.2932
H -4.11071 5.31565 1.22652 0.3512
H -2.47351 4.65400 1.32400 0.3629
H -2.80267 6.36961 3.05085 0.3668
H -2.48508 4.79990 3.80093 0.3187
H -4.07551 4.68551 5.77512 0.3262
H -4.37418 3.49953 4.47432 0.2696
H -5.71329 4.46661 5.11966 0.2484

=====

11
Properties=species:S:1:pos:R:3:mulliken_charge:R:1 method="wB97M-V/def2-TZVPD" de_lowest_kcal_mol=92.3 smiles="[O-][N+](=S)c1ccco1" gap_ev=7.93 fmax_ha_per_bohr=0.0644 lumo_ev=-1.351
C -0.43822 -0.42307 0.12707 0.0417
C 0.64545 -0.44388 -0.69194 -0.1957
C 1.21135 0.91648 -0.62183 -0.3497
C 0.38345 1.55193 0.27584 -0.2255
H 1.18250 -1.21284 -1.20281 0.4796
H 2.13791 1.34456 -1.10837 0.3193
H 0.36630 2.64691 0.60379 0.3571
N -1.32609 -1.49095 0.45202 0.5014
O -0.99881 -2.59843 0.03766 -0.5299
O -0.54227 0.76577 0.78086 -0.2626
S -2.62158 -1.05648 1.34771 -0.1357

=====

13
Properties=species:S:1:pos:R:3:mulliken_charge:R:1 method="wB97M-V/def2-TZVPD" de_lowest_kcal_mol=110.1 gap_ev=9.97 fmax_ha_per_bohr=0.0957 lumo_ev=0.567
C -1.38325 1.61427 0.06931 -0.7499
C -0.24841 0.73185 -0.04120 0.4378
C 1.18623 -0.94991 0.14215 -0.0251
H -1.55734 1.65877 1.25282 0.1894
H -0.70276 2.52701 -0.26838 0.2993
H -2.59699 1.26431 -0.54223 0.2599
H 1.85863 -1.83175 0.44879 0.3570
H -1.89813 -1.85527 0.83614 0.2380
H -1.67071 -1.76331 -0.97075 0.2196
N 0.99834 1.20225 -0.07294 -0.3724
N 1.87641 0.05710 -0.08698 -0.4088
N -0.24559 -0.78322 -0.02985 0.2681
N -1.30918 -1.67285 -0.06421 -0.7127

=====

17
Properties=species:S:1:pos:R:3:mulliken_charge:R:1 method="wB97M-V/def2-TZVPD" de_lowest_kcal_mol=61.8 smiles="C[C@H]1CC=CCO1" gap_ev=10.18 fmax_ha_per_bohr=0.0379 lumo_ev=1.112
C -2.31823 0.55851 0.22111 -1.0656
C -0.87741 -0.18817 0.28100 0.0112
C 0.08875 -1.49430 -0.20868 -0.6700
C 1.61498 -1.14911 -0.07139 -0.3495
C 2.03811 0.11137 -0.02557 -0.3576
C 0.97667 1.14751 -0.27558 -0.4056
O -0.20528 0.57798 -0.70496 -0.3946
H -3.00280 0.48270 1.08187 0.3448
H -2.89752 0.38322 -0.68672 0.2893
H -2.05472 1.64105 0.17915 0.2719
H -0.59087 0.05338 1.33120 0.2301
H -0.06460 -1.77663 -1.26993 0.2933
H -0.08829 -2.34292 0.42752 0.4495
H 2.33908 -1.97245 0.03068 0.3629
H 3.06444 0.43697 0.17773 0.3837
H 0.74754 1.73539 0.62363 0.2790
H 1.23014 1.79550 -1.11105 0.3273

=====

no.,electronic energy (Ha)
1,-2750.18240
2,-3270.21717
3,-310.93847
4,-1572.38227
5,-757.51563
6,-336.77385
7,-309.74383